# 1
An isolated molecule of C14H17N3O3, computed with ωB97M-V/def2-TZVPD.

Values from the calculation:
**DFT total energy**: -933.5993 a.u.
**Energy relative to the best compared isomer or geometry (same formula, charge and spin)**: 98.5 kcal per mole
**Lowest unoccupied orbital energy**: -0.4 eV
**Structure (SMILES)**: CCCCNc1c([N+](=O)[O-])c(=O)n(C)c2ccccc12
**HOMO-LUMO gap**: 8.296 eV

Positions of all 37 atoms, in Å:
C -2.13 -0.83 -0.94
H 1.28 1.30 -0.27
O -3.66 0.40 0.21
C -0.22 0.95 1.71
H -2.12 0.87 0.86
H 0.01 -4.15 -2.74
H 3.47 0.71 -1.17
C -1.01 -0.18 -0.40
H -1.60 -3.73 -3.38
C 1.67 -1.89 -2.36
C 0.02 2.46 1.84
H 0.64 1.36 4.41
N -3.42 -0.65 -0.41
H 0.31 2.86 0.86
H -0.23 2.89 4.55
N -0.71 -2.24 -2.29
H -0.67 0.59 2.64
C 1.39 0.37 -0.80
H 1.30 3.87 2.80
H -0.91 2.94 2.12
H 0.72 0.41 1.56
C -0.59 -3.36 -3.19
N -1.14 0.65 0.65
C 2.77 -1.11 -2.07
C 2.62 0.05 -1.33
H 1.80 -2.76 -2.98
H 1.48 2.80 4.98
C 1.11 2.80 2.86
H -0.14 -3.06 -4.14
O -4.25 -1.52 -0.53
C -2.01 -1.82 -2.00
C 0.72 2.44 4.29
C 0.28 -0.45 -1.00
O -2.95 -2.30 -2.60
C 0.40 -1.55 -1.88
H 2.03 2.29 2.59
H 3.74 -1.39 -2.46

Charge distribution, Löwdin scheme, values in e: -0.01 0.10 0.02 -0.19 0.11 0.10 0.10 -0.10 0.09 -0.01 -0.20 0.07 -0.34 0.10 0.08 -0.02 0.13 -0.02 0.11 0.12 0.12 -0.02 0.08 -0.07 -0.08 0.10 0.07 -0.27 0.10 0.11 -0.36 -0.11 -0.07 0.08 -0.14 0.11 0.11



# 2
A structure of composition C15H19BrIrN6O4P, computed with ωB97M-V/def2-TZVPD.

Values from the calculation:
**<S²>**: 0.771
**DFT total energy**: -4231.0116 a.u.
**2S+1**: 2
**Energy relative to the best compared isomer or geometry (same formula, charge and spin)**: 28.5 kcal per mole
**Lowest unoccupied orbital energy (alpha / beta)**: -10.8 / -13.7 eV
**Total charge**: +3
**HOMO-LUMO gap (alpha / beta)**: 7.527 / 4.609 eV

Positions of all 47 atoms, in Å:
C 1.77 -4.06 -2.17
H -2.10 -2.20 3.82
H -0.68 0.38 -2.90
H -1.93 -0.19 -1.98
N -1.99 2.34 -0.43
H 1.44 -0.87 -3.20
O -1.21 -1.00 0.06
N -3.33 3.58 -1.94
H 2.73 -0.37 1.66
Ir -0.44 0.76 0.25
H 1.75 -5.08 -2.54
H 3.06 1.31 1.22
C -0.26 0.58 4.49
H 1.53 1.55 -2.51
O -3.22 3.86 0.73
C 1.65 -3.01 -3.02
H 0.10 1.21 5.29
H 1.61 -3.16 -4.09
H -2.41 1.78 -3.52
C 1.74 -2.48 -0.24
C 1.55 -1.69 -2.49
H 2.53 2.34 -1.28
H 3.89 0.00 0.36
O -1.79 2.55 1.70
C -1.05 -0.53 4.73
O -1.90 -2.82 1.16
N -2.08 1.73 -2.56
Br 1.07 2.42 2.79
C -1.48 -1.71 1.18
H -1.32 -0.78 5.75
H -3.68 4.19 -1.22
N -1.32 0.61 -2.15
P 1.65 0.30 -0.42
C -2.52 2.60 -1.63
H 2.00 -4.64 -0.08
C 1.64 -1.42 -1.09
C -1.13 -0.95 2.41
C 1.86 -3.81 -0.77
C 2.26 1.37 -1.72
C 0.06 0.90 3.18
N -0.37 0.14 2.16
H 1.78 -2.34 0.83
N -2.39 2.99 0.72
H -3.67 3.72 -2.88
H 3.16 0.93 -2.15
C 2.95 0.30 0.83
C -1.49 -1.32 3.68

Charge distribution, Löwdin scheme, values in e: 0.05 0.15 0.10 0.12 0.01 0.12 -0.22 0.27 0.06 1.26 0.15 0.02 -0.03 0.05 0.16 0.03 0.13 0.15 0.18 -0.01 0.06 0.08 0.09 -0.04 0.04 0.20 0.03 0.97 -0.52 0.15 0.13 0.02 0.76 -0.38 0.15 -0.29 -0.16 0.14 -0.19 -0.69 -0.11 0.13 -0.41 0.16 0.09 -0.22 0.07



# 3
A cluster of 2 separate species, C4H11N2S in total, computed with ωB97M-V/def2-TZVPD.

Values from the calculation:
**DFT total energy**: -666.3890 a.u.
**Energy relative to the best compared isomer or geometry (same formula, charge and spin)**: 49.6 kcal per mole
**Lowest unoccupied orbital energy**: -4.3 eV
**Total charge**: +1
**HOMO-LUMO gap**: 9.001 eV

Positions of all 18 atoms, in Å:
H 1.84 -1.80 -0.50
H 1.84 -1.27 1.28
H -0.56 -1.99 0.18
H -2.74 1.01 -0.58
C 0.26 0.41 -0.10
C 2.09 -1.07 0.25
C -1.37 -1.33 -0.12
S 3.44 -0.06 0.01
C -2.07 0.98 0.28
H -1.64 -1.53 -1.16
N 0.78 1.61 -0.12
H -2.63 0.63 1.15
H 1.80 1.69 -0.14
H -2.24 -1.53 0.50
N -0.97 0.05 0.04
H -1.70 1.98 0.48
H 0.27 2.48 -0.13
H 3.58 -0.25 -1.31

Charge distribution, Löwdin scheme, values in e: 0.04 0.04 0.08 0.11 -0.16 -0.36 -0.02 0.85 0.00 0.11 0.13 0.11 0.04 0.10 -0.19 0.09 0.12 -0.07



# 4
A structure of composition C4H8O3Y, computed with ωB97M-V/def2-TZVPD.

Values from the calculation:
**DFT total energy**: -420.9197 a.u.
**Lowest unoccupied orbital energy**: -5.2 eV
**Total charge**: +1
**HOMO-LUMO gap**: 6.016 eV

Positions of all 16 atoms, in Å:
O -0.62 1.26 -0.29
C -0.59 -2.19 0.27
H 0.24 2.79 0.84
C 1.50 2.24 -0.75
H -1.46 0.33 2.47
H 0.15 -3.00 0.37
H -2.42 -0.19 0.80
H 2.20 3.09 -0.70
O 1.89 1.13 -1.10
H -0.33 3.27 -0.77
H -2.57 -1.00 2.17
C -1.80 -0.37 1.70
Y 0.29 -0.51 -1.15
O -0.66 -1.51 1.54
C 0.11 2.42 -0.21
H -1.60 -2.55 -0.04

Charge distribution, Löwdin scheme, values in e: -0.36 -0.39 0.16 -0.15 0.09 0.04 0.08 0.16 -0.09 0.15 0.08 -0.02 1.84 -0.33 -0.30 0.05



# 5
A cluster of 2 separate species, C5H8FN in total, computed with ωB97M-V/def2-TZVPD.

Values from the calculation:
**DFT total energy**: -349.8621 a.u.
**Energy relative to the best compared isomer or geometry (same formula, charge and spin)**: 35.9 kcal per mole
**Lowest unoccupied orbital energy**: 0.9 eV
**Structure (SMILES)**: CCC#N.C=CF
**HOMO-LUMO gap**: 10.753 eV

Positions of all 15 atoms, in Å:
C -2.12 0.35 -0.53
H -1.99 -0.80 -0.55
H -2.92 0.47 0.22
H 2.82 2.27 0.75
C -0.91 0.76 0.20
H -2.09 0.84 -2.76
C 3.82 0.41 0.19
H 4.84 0.02 0.00
H 4.59 2.17 0.64
H -3.55 1.04 -1.76
C -2.46 1.13 -1.75
H -2.13 2.09 -1.41
F 2.91 -0.62 0.00
C 3.66 1.67 0.49
N 0.12 1.09 0.60

Charge distribution, Löwdin scheme, values in e: -0.28 0.15 0.11 0.04 -0.24 0.10 -0.21 0.11 0.05 0.07 -0.10 0.07 -0.04 0.01 0.16



# 6
A structure of composition C28H83N7O12, computed with ωB97M-V/def2-TZVPD.

Values from the calculation:
**DFT total energy**: -2400.7119 a.u.
**Energy relative to the best compared isomer or geometry (same formula, charge and spin)**: 1271.9 kcal per mole
**Lowest unoccupied orbital energy**: 0.4 eV
**HOMO-LUMO gap**: 7.479 eV

Positions of all 130 atoms, in Å:
O 7.65 -41.52 -33.01
H 10.20 -41.01 -30.11
H 5.31 -37.28 -29.45
H 5.27 -41.92 -34.28
C 10.07 -43.08 -31.07
H 8.37 -45.48 -28.82
C 11.85 -37.13 -28.23
H 11.84 -44.64 -33.67
C 9.82 -47.01 -27.93
O 11.64 -40.42 -32.29
C 11.52 -41.39 -28.02
H 7.37 -40.91 -27.93
H 5.37 -44.70 -29.27
H 7.95 -40.26 -31.38
H 12.87 -41.20 -33.93
H 6.75 -41.86 -34.03
N 6.11 -44.43 -29.89
H 5.37 -38.62 -30.40
H 10.81 -44.86 -32.32
H 11.83 -43.45 -32.45
H 8.79 -42.42 -30.12
H 4.97 -40.29 -28.80
H 5.31 -44.75 -26.26
H 5.19 -38.83 -31.84
H 6.10 -45.14 -30.45
C 9.33 -43.63 -28.40
C 4.51 -39.02 -30.43
N 4.58 -40.38 -29.73
H 11.11 -40.95 -31.69
C 6.02 -40.85 -26.63
H 9.90 -40.27 -27.34
O 5.41 -41.74 -32.37
H 4.26 -40.65 -25.51
C 6.13 -42.91 -31.81
H 4.58 -41.43 -29.94
C 9.05 -43.58 -26.96
H 7.23 -42.77 -31.70
H 8.87 -46.92 -27.23
C 10.45 -40.46 -28.35
H 10.98 -36.66 -30.12
H 4.63 -39.09 -26.34
C 2.61 -35.95 -29.44
H 5.89 -40.35 -33.88
H 3.49 -38.46 -32.40
H 9.47 -47.63 -28.82
H 5.94 -43.62 -32.53
O 11.10 -43.24 -30.26
C 8.17 -41.16 -34.22
N 9.70 -41.05 -29.38
H 6.83 -42.66 -27.07
C 10.88 -39.11 -28.88
H 4.49 -42.99 -28.82
H 2.58 -35.15 -30.17
C 8.36 -38.42 -31.26
H 4.95 -42.35 -27.74
N 6.15 -39.21 -31.43
H 12.36 -37.08 -29.05
O 10.25 -43.14 -33.63
O 9.59 -41.96 -31.18
H 9.27 -42.74 -26.59
H 10.96 -42.38 -27.67
H 6.90 -36.49 -29.51
H 4.58 -44.15 -31.12
N 8.50 -42.58 -29.11
O 9.04 -37.29 -30.71
H 7.22 -41.39 -30.50
C 11.79 -41.07 -33.53
H 4.54 -39.77 -32.49
H 9.74 -44.19 -26.27
H 3.85 -40.69 -29.40
H 4.14 -40.26 -27.32
C 4.98 -44.16 -25.57
H 3.19 -35.44 -28.44
H 6.52 -41.03 -32.00
C 11.15 -44.07 -32.97
H 8.44 -42.00 -34.80
H 1.49 -36.32 -29.17
C 5.87 -41.42 -33.73
H 7.73 -43.27 -29.34
H 11.72 -42.15 -33.30
H 10.66 -47.61 -27.36
H 12.28 -41.50 -28.70
C 5.81 -42.36 -26.80
O 10.31 -45.70 -28.42
C 3.61 -38.16 -29.51
H 7.97 -43.84 -26.73
H 6.98 -38.20 -28.90
H 10.41 -43.36 -28.57
H 11.99 -41.13 -27.02
O 11.61 -38.44 -27.87
H 8.23 -41.79 -31.65
H 4.22 -38.12 -28.53
H 11.54 -39.23 -29.57
C 9.28 -45.00 -29.04
H 8.62 -39.25 -30.61
C 6.88 -37.99 -31.09
C 6.45 -37.44 -29.74
N 7.50 -41.08 -31.40
H 6.50 -40.66 -25.63
H 9.61 -42.01 -29.20
O 3.40 -36.92 -30.08
C 4.71 -40.07 -26.41
H 3.16 -40.00 -31.91
H 11.14 -40.88 -34.51
H 12.36 -36.87 -27.38
H 11.19 -44.15 -30.22
H 6.60 -39.72 -32.20
H 7.59 -40.60 -34.98
H 9.01 -40.41 -34.09
H 8.63 -41.84 -32.51
C 10.45 -37.46 -30.87
O 5.43 -42.78 -25.49
H 10.99 -36.40 -28.32
C 5.02 -42.41 -29.60
H 11.06 -38.36 -30.91
H 5.06 -44.58 -24.68
H 3.97 -44.33 -25.87
N 6.74 -40.23 -27.68
H 5.95 -41.89 -29.06
C 5.39 -43.50 -30.60
H 2.85 -38.85 -29.38
H 10.20 -42.31 -32.93
H 8.64 -38.61 -32.21
H 10.77 -37.10 -31.90
O 9.41 -44.06 -31.37
H 7.31 -39.32 -27.47
H 9.37 -44.79 -30.01
H 6.87 -37.28 -31.89
H 10.10 -38.32 -29.28
C 3.92 -39.24 -31.80

Results of the Löwdin charge analysis, in e, for atoms 1 through 99: -0.38 -0.02 0.09 0.06 -0.83 0.10 -0.14 0.12 -0.08 -0.09 -0.04 0.01 0.10 0.03 0.11 0.02 0.07 -0.05 0.09 0.06 0.04 0.08 0.02 0.04 0.03 -0.36 -0.33 0.12 0.04 -0.46 0.17 -0.12 0.12 -0.07 -0.13 -0.03 0.12 0.11 -0.38 0.11 0.02 -0.11 0.13 0.12 0.09 0.12 0.18 -0.16 0.03 0.08 -0.18 0.07 0.06 -0.17 0.13 -0.08 0.03 -0.18 -0.12 -0.01 0.11 0.07 0.17 0.00 -0.16 0.10 -0.18 0.06 0.14 0.01 0.05 -0.06 0.14 0.08 -0.14 0.10 0.13 -0.07 0.09 0.02 0.11 0.07 -0.21 -0.18 -0.23 0.10 0.14 0.10 0.11 -0.12 0.01 0.14 0.05 -0.23 0.11 -0.30 -0.01 -0.01 0.14